Arrangement a

# C3H8S

The molecule C3H8S (ωB97M-V/def2-TZVPD, the OMol25 dataset).

Geometry (Å):
C1 -0.633 0.729 -0.757
C2 0.907 0.767 -1.058
H1 0.559 -1.991 1.390
H2 -1.275 1.002 -1.588
H3 1.239 1.691 -1.501
H4 -1.126 1.376 0.074
S1 -1.197 -0.916 -0.101
H5 1.314 0.404 -0.186
H6 -0.929 -1.741 2.201
H7 1.134 0.162 -1.844
C3 -0.227 -1.161 1.414
H8 0.234 -0.321 1.956

For the highest occupied orbital energy, the calculation gives -8.381 eV. The HOMO-LUMO gap comes out at 9.43 eV. Its spin multiplicity is 1. As for the LUMO energy: 1.1 eV.

Arrangement b

# C3H8S

A cluster of 2 separate species, C3H8S in total (ωB97M-V/def2-TZVPD, the OMol25 dataset).

Geometry (Å):
H1 0.369 1.231 -0.759
H2 0.169 1.400 1.597
H3 0.076 -0.382 1.842
H4 -0.267 -0.647 -1.822
S1 -2.769 0.526 -0.090
C1 0.381 -0.914 -0.977
C2 -0.062 0.443 1.143
H5 -0.327 -1.493 -0.371
H6 1.175 -1.567 -1.323
H7 1.738 0.582 -0.015
H8 -1.170 0.453 0.967
C3 0.687 0.369 -0.189

For the highest occupied orbital energy, the calculation gives -9.472 eV. The HOMO-LUMO gap comes out at 6.60 eV. Its spin multiplicity is 1. As for the LUMO energy: -2.9 eV.

Which structure is most stable? arrangement a, by 239.0 kJ/mol over the runner-up.

Arrangement a

# C7H7NS

A cluster of 2 separate species, C7H7NS in total (ωB97M-V/def2-TZVPD, the OMol25 dataset).

Geometry (Å):
C1 -1.614 1.015 0.106
N1 0.073 -2.720 0.669
C2 -0.684 1.419 -0.931
C3 0.351 0.492 -0.550
C4 1.225 -3.006 0.909
C5 -2.459 1.573 0.939
H1 -0.366 -1.734 0.746
C6 -0.781 -0.221 -0.023
H2 -0.873 1.754 -1.934
H3 2.151 -0.601 -0.392
H4 2.359 1.206 -0.659
S1 2.621 -3.541 1.207
H5 -2.701 1.036 1.928
H6 -2.836 2.703 0.931
H7 1.816 0.286 -2.025
C7 1.717 0.338 -0.923

For the highest occupied orbital energy, the calculation gives -8.854 eV. The HOMO-LUMO gap comes out at 8.52 eV. Its spin multiplicity is 1. As for the LUMO energy: -0.3 eV.

Arrangement b

# C7H7NS

The molecule C7H7NS (ωB97M-V/def2-TZVPD, the OMol25 dataset).

Geometry (Å):
S1 1.657 0.753 2.111
H1 0.508 -1.948 -0.639
H2 2.403 -1.167 1.317
C1 -1.796 0.050 0.271
C2 -1.547 0.020 -1.164
H3 1.614 0.853 -0.765
H4 -2.605 0.056 -1.763
N1 2.260 -0.285 0.866
H5 -0.313 2.107 2.415
C3 0.657 -0.907 -0.950
C4 -0.906 0.541 1.077
H6 -2.682 -0.526 0.579
H7 -0.349 -0.370 -2.904
C5 1.535 -0.123 -0.314
C6 -0.421 -0.402 -1.780
C7 -0.016 1.347 1.644

For the highest occupied orbital energy, the calculation gives -8.054 eV. The HOMO-LUMO gap comes out at 8.56 eV. Its spin multiplicity is 1. As for the LUMO energy: 0.5 eV.

Which structure is most stable? arrangement b, by 96.5 kJ/mol over the runner-up.

Arrangement a

# C9H12NO

A cluster of 2 separate species, C9H12NO in total (ωB97M-V/def2-TZVPD, the OMol25 dataset).

Geometry (Å):
C1 -0.217 -1.067 -1.779
N1 -0.566 -0.469 -0.614
H1 2.932 -0.038 -1.405
C2 0.155 0.280 0.013
C3 -1.108 -1.956 -2.595
H2 -2.259 -3.582 -1.230
H3 -0.329 -2.718 -3.045
H4 1.851 1.369 0.569
H5 1.865 2.725 3.273
H6 1.143 2.577 4.784
H7 0.857 4.079 3.877
C4 1.910 0.016 -1.231
C5 1.416 0.762 -0.101
C6 -2.315 -2.637 -1.812
H8 -3.057 -2.752 -2.683
C7 1.184 -0.818 -2.020
H9 -2.883 -1.939 -1.080
C8 0.879 2.980 3.772
O1 -0.220 1.278 2.468
C9 -0.267 2.202 3.233
H10 -1.501 -1.429 -3.420
H11 -1.173 2.474 3.806
H12 1.704 -1.338 -2.777

For the highest occupied orbital energy, the calculation gives -13.443 eV. The HOMO-LUMO gap comes out at 7.80 eV. Its spin multiplicity is 1. As for the net charge: +1. As for the LUMO energy: -5.6 eV.

Arrangement b

# C9H12NO

The ion C9H12NO with charge +1 (ωB97M-V/def2-TZVPD, the OMol25 dataset).

Geometry (Å):
H1 1.176 -2.128 -1.302
N1 -0.493 0.489 -1.347
C1 -0.435 0.485 -2.750
C2 1.637 0.353 2.378
H2 -1.281 2.459 -0.899
C3 0.240 -1.856 1.362
H3 -0.334 -2.646 1.028
C4 1.325 -0.786 3.136
C5 0.682 -1.903 2.678
C6 0.056 -0.548 -0.773
C7 -1.413 1.401 -0.677
O1 0.538 -1.532 -1.650
H4 0.595 -2.806 3.244
H5 -1.351 1.098 0.451
H6 -1.265 0.001 -3.421
H7 0.425 -0.088 -2.975
H8 1.312 1.232 0.373
C8 0.369 -0.680 0.610
H9 1.902 -1.062 3.965
H10 -0.307 1.550 -3.185
C9 1.158 0.409 1.091
H11 -2.458 1.197 -1.171
H12 2.287 1.117 2.791

For the highest occupied orbital energy, the calculation gives -13.660 eV. The HOMO-LUMO gap comes out at 9.45 eV. Its spin multiplicity is 1. As for the net charge: +1. As for the LUMO energy: -4.2 eV.

Which structure is most stable? arrangement b, by 276.0 kJ/mol over the runner-up.

Arrangement a

# C2H10N2O3

A cluster of 3 separate species, C2H10N2O3 in total (ωB97M-V/def2-TZVPD, the OMol25 dataset).

Geometry (Å):
H1 0.413 1.843 0.558
N1 -0.087 1.227 1.230
H2 -1.922 -0.617 -0.576
H3 -1.774 0.184 1.737
C1 -1.523 0.899 0.882
N2 -1.746 0.442 -0.538
O1 -0.057 1.975 -1.344
H4 0.490 0.380 1.252
H5 2.307 -0.764 1.248
H6 -0.684 0.461 -2.522
H7 -2.244 1.633 1.028
H8 1.308 -2.537 -1.570
H9 1.692 -2.197 1.320
O2 1.522 -1.203 1.186
O3 1.584 -1.604 -1.656
H10 1.485 -1.080 -0.734
C2 -0.766 0.958 -1.501

For the highest occupied orbital energy, the calculation gives -9.014 eV. The HOMO-LUMO gap comes out at 9.14 eV. Its spin multiplicity is 1. As for the LUMO energy: 0.1 eV.

Arrangement b

# C2H10N2O3

A cluster of 3 separate species, C2H10N2O3 in total (ωB97M-V/def2-TZVPD, the OMol25 dataset).

Geometry (Å):
H1 -1.832 -0.200 2.630
H2 0.029 1.144 2.153
N1 0.080 0.489 -1.191
H3 -1.704 1.619 -0.422
O1 -2.933 0.714 1.146
H4 0.335 1.235 -1.801
C1 -0.577 1.393 -0.105
H5 0.676 -3.673 -0.949
O2 0.376 -2.913 -0.422
H6 3.231 -0.104 -0.379
H7 0.110 2.238 -0.224
H8 1.640 -0.105 -0.811
N2 -0.586 0.944 1.306
O3 2.396 -0.610 -0.445
C2 -1.866 0.294 1.644
H9 -0.557 -0.123 -1.606
H10 1.179 -2.345 -0.524

For the highest occupied orbital energy, the calculation gives -9.795 eV. The HOMO-LUMO gap comes out at 10.49 eV. Its spin multiplicity is 1. As for the LUMO energy: 0.7 eV.

Which structure is most stable? arrangement b, by 9.9 kJ/mol over the runner-up.

Arrangement a

# C5H8O3

The molecule C5H8O3 (ωB97M-V/def2-TZVPD, the OMol25 dataset).

Geometry (Å):
H1 -0.345 -1.518 1.632
H2 1.155 -0.429 2.112
H3 -2.301 0.574 -0.464
C1 1.452 -0.783 -0.375
H4 -3.140 -0.972 -0.914
H5 -2.559 -0.845 0.706
O1 -0.986 -0.918 -0.686
O2 2.466 -0.171 -0.446
C2 0.118 -0.272 0.052
H6 -0.679 0.056 2.148
H7 1.536 -1.983 -0.149
C3 0.130 -0.528 1.594
C4 0.086 1.249 -0.379
H8 0.497 1.361 -1.390
C5 -2.337 -0.522 -0.329
O3 -0.337 2.199 0.248

For the highest occupied orbital energy, the calculation gives -9.763 eV. The HOMO-LUMO gap comes out at 10.21 eV. Its spin multiplicity is 1. As for the LUMO energy: 0.4 eV.

Arrangement b

# C5H8O3

A cluster of 2 separate species, C5H8O3 in total (ωB97M-V/def2-TZVPD, the OMol25 dataset).

Geometry (Å):
C1 0.031 -2.240 -0.003
H1 1.498 0.897 -1.330
H2 1.228 0.334 1.629
H3 -1.005 -2.388 -0.290
C2 -1.711 0.833 0.043
H4 2.963 0.225 -0.571
H5 2.276 1.749 0.015
C3 0.464 -1.050 0.297
O1 -1.870 0.533 -1.250
H6 -1.969 1.320 -1.812
H7 -2.206 0.264 1.729
C4 2.027 0.762 -0.383
O2 -2.468 0.039 0.818
O3 -1.124 1.830 0.456
H8 0.670 -3.114 0.058
C5 1.198 0.005 0.595

For the highest occupied orbital energy, the calculation gives -9.199 eV. The HOMO-LUMO gap comes out at 9.76 eV. Its spin multiplicity is 1. As for the LUMO energy: 0.6 eV.

Arrangement c

# C5H8O3

The molecule C5H8O3 (ωB97M-V/def2-TZVPD, the OMol25 dataset).

Geometry (Å):
H1 -2.190 0.891 -0.176
H2 1.628 0.123 1.661
C1 0.267 -1.113 0.477
H3 0.670 1.557 -2.498
C2 -0.732 -0.263 0.858
O1 -0.500 -1.524 1.540
O2 -0.638 0.407 -1.389
H4 -2.219 -0.588 -0.582
O3 1.255 1.025 -0.243
C3 1.475 -0.342 0.556
C4 0.354 1.333 -1.287
H5 2.518 -0.678 0.238
C5 -1.483 0.078 -0.314
H6 -0.091 2.478 -0.922
H7 0.053 -1.759 -0.221
H8 -0.595 0.555 1.491

For the highest occupied orbital energy, the calculation gives -9.562 eV. The HOMO-LUMO gap comes out at 10.43 eV. Its spin multiplicity is 1. As for the LUMO energy: 0.9 eV.

Which structure is most stable? arrangement b, by 105.6 kJ/mol over the runner-up.

Arrangement a

# C5H8O3

The molecule C5H8O3 (ωB97M-V/def2-TZVPD, the OMol25 dataset).

Geometry (Å):
H1 0.389 -1.422 -1.272
C1 -1.379 -0.493 0.761
H2 -2.241 0.206 0.850
O1 0.152 2.339 1.040
O2 2.162 -0.363 -0.856
H3 1.006 -1.610 0.263
H4 -1.730 -1.394 0.303
H5 0.036 1.888 -1.251
C2 -0.137 0.186 0.026
H6 0.826 0.565 2.043
C3 -0.617 1.032 -1.054
O3 -1.450 0.617 -1.894
C4 0.862 -0.834 -0.465
H7 -0.911 -0.721 1.716
C5 0.434 1.115 1.043
H8 2.597 -1.111 -1.253

For the highest occupied orbital energy, the calculation gives -9.797 eV. The HOMO-LUMO gap comes out at 10.17 eV. Its spin multiplicity is 1. As for the LUMO energy: 0.4 eV.

Arrangement b

# C5H8O3

The molecule C5H8O3 (ωB97M-V/def2-TZVPD, the OMol25 dataset).

Geometry (Å):
H1 -1.427 0.736 0.700
C1 1.798 0.710 -0.125
H2 -0.421 -0.359 1.189
H3 1.640 -0.802 -1.673
C2 -1.137 -0.276 0.365
H4 2.615 1.131 1.581
O1 2.070 1.764 -0.619
C3 1.137 -0.478 -0.766
C4 -0.375 -0.145 -0.988
H5 -0.499 0.862 -1.387
H6 -2.385 -1.820 -0.721
H7 -0.689 -0.799 -1.804
O2 2.031 0.481 1.206
O3 -3.409 -0.974 0.735
H8 1.176 -1.398 -0.177
C5 -2.378 -1.113 0.130

For the highest occupied orbital energy, the calculation gives -10.057 eV. The HOMO-LUMO gap comes out at 10.70 eV. Its spin multiplicity is 1. As for the LUMO energy: 0.6 eV.

Which structure is most stable? arrangement b, by 145.5 kJ/mol over the runner-up.